No. 1
Molecular formula: C22H25GeLiN2O4
Method: DFT, ωB97M-V/def2-TZVPD

```
55
Properties=species:S:1:pos:R:3:nbo_charge:R:1
H -4.4439 1.3062 -3.2404 0.23
H 0.8038 5.4526 2.3830 0.23
H -0.3698 5.2725 0.2221 0.23
C -4.6593 -0.0233 0.3793 -0.20
H -6.5684 0.3841 -2.3821 0.23
H 3.1418 -0.3765 3.8727 0.25
H 5.1374 3.2341 1.6369 0.18
C -3.3848 0.9738 -1.4074 -0.16
H 0.5594 -4.4182 -1.4966 0.22
H 0.8020 3.5541 3.9641 0.23
C 1.7687 0.9536 0.4419 -0.27
C -4.5001 0.9264 -2.2289 -0.22
C 1.3670 -0.2898 0.9662 -0.22
O -0.8195 -0.6396 -0.0277 -0.86
H 1.7393 -6.0710 -3.0921 0.25
C -5.7765 -0.0630 -0.4440 -0.19
H -0.3502 1.4600 3.3736 0.22
H 3.7821 4.0866 2.4719 0.18
H 1.5416 -1.7425 2.5293 0.23
C 0.3944 -1.0968 0.2052 0.83
C -3.4562 0.4974 -0.0959 -0.52
H 0.9434 -2.3654 -2.7834 0.37
H -1.5645 3.2064 -0.3669 0.22
N 0.1712 -2.9975 -2.9688 -0.88
C -5.6955 0.4100 -1.7446 -0.17
C -0.3604 4.4326 0.9028 -0.20
C 2.7657 -0.0237 2.9244 -0.26
O 3.2399 2.8559 0.8991 -0.48
C 0.3020 3.4665 3.0090 -0.21
H 2.9433 -4.6843 -1.4822 0.45
H -2.0758 -0.3481 2.3003 -0.15
C 2.6809 1.6548 1.1793 0.32
C 1.8659 -0.7777 2.1644 -0.17
H 1.8609 -4.7344 -4.2485 0.24
C -1.0147 2.1821 1.4537 -0.44
N 2.9948 -4.5019 -2.4900 -0.67
H -4.7345 -0.3936 1.3950 0.22
H -2.4616 1.3947 -1.7913 0.20
C 4.1094 3.1614 1.9961 0.23
H -0.0724 -2.9202 -3.9502 0.40
C -0.3546 2.2901 2.6769 -0.22
O 4.0089 2.0844 2.9347 -0.45
H -0.3508 -5.0109 -2.8709 0.25
Ge -1.9359 0.5531 1.0736 1.58
C 0.3007 4.5315 2.1206 -0.17
O 0.6665 -2.2040 -0.2803 -0.76
C 1.7444 -4.9871 -3.1952 -0.24
H 1.3757 1.3438 -0.4858 0.24
H 3.1405 -3.4959 -2.6096 0.44
H -6.7101 -0.4582 -0.0678 0.24
H 3.8300 -4.9751 -2.8489 0.46
C 3.1551 1.1845 2.4024 0.27
C 0.4865 -4.3732 -2.5871 -0.26
C -1.0254 3.2637 0.5717 -0.22
Li -0.9379 -2.1452 -1.2636 0.93
```

Values from the calculation:
HOMO level ... -13.0 eV
Total charge ... +2
Frontier orbital gap ... 7.04 eV


No. 2
Molecular formula: C7H18N
Method: DFT, ωB97M-V/def2-TZVPD

```
26
Properties=species:S:1:pos:R:3:lowdin_spin:R:1
H -2.9966 -1.1247 -0.7239 0.00
H 0.0069 -1.1084 -1.0001 0.00
C -1.7889 -2.8321 -0.1903 0.00
H 2.9485 0.8942 1.5530 0.00
C -2.0034 -1.3241 -0.3131 0.00
H 1.3490 0.7199 2.3006 0.00
H -2.6253 -0.9694 1.7542 0.00
N 1.6286 1.2564 -0.6222 0.29
C -0.9828 -0.7557 -1.3018 0.00
H 2.2840 2.1959 2.5461 0.00
H 2.2976 1.0852 -2.6305 0.05
H -2.5504 -3.2754 0.4550 0.00
H -1.8219 -3.3391 -1.1554 0.00
H 1.8992 3.0190 0.3738 0.00
H -0.8106 -3.0193 0.2600 0.00
C -1.8652 -0.6478 1.0406 0.00
C 1.4309 2.0541 0.5700 0.02
H -0.8806 -0.8264 1.4793 0.00
H 1.1894 0.3525 -0.6458 0.00
H 0.3571 2.2346 0.6817 0.01
H -1.1463 -1.1526 -2.3060 0.00
H 2.6927 2.6885 -1.7496 0.05
H -1.9737 0.4363 0.9404 0.00
H -0.9642 0.3287 -1.3988 0.00
C 2.2927 1.6891 -1.7392 0.57
C 2.0333 1.4205 1.8218 0.01
```

Values from the calculation:
<S²> ... 0.7535
HOMO level (spin up / spin down) ... -5.7 / -10.0 eV
Spin multiplicity ... 2
Frontier orbital gap (spin up / spin down) ... 6.69 / 10.93 eV
Relative energy (zero: lowest compared OMol25 entry of this formula, charge and spin) ... 0.0000 eV


No. 3
Molecular formula: C3H4O
Method: DFT, ωB97M-V/def2-TZVPD

```
8
Properties=species:S:1:pos:R:3:nbo_charge:R:1
C 0.1441 0.2517 -0.2125 -0.07
H 1.2212 -0.2599 1.4982 0.20
C 0.1914 0.2567 -1.5130 -0.44
H -0.0032 1.1379 -2.1223 0.22
H 0.6012 -0.6833 -1.8664 0.22
O -0.8054 -0.3854 1.8503 -0.67
H -1.6015 -0.1956 1.3329 0.48
C 0.2521 -0.1221 1.0327 0.07
```

Values from the calculation:
SMILES ... C=C=CO
HOMO level ... -8.8 eV
Frontier orbital gap ... 9.51 eV
Relative energy (zero: lowest compared OMol25 entry of this formula, charge and spin) ... 1.3047 eV


No. 4
Molecular formula: C11H11N2O
Method: DFT, ωB97M-V/def2-TZVPD

```
25
Properties=species:S:1:pos:R:3:nbo_charge:R:1
H 1.6157 -2.0951 -0.3985 0.25
H -0.7748 2.8374 -0.2700 0.26
C -2.0537 1.0422 -0.0877 -0.44
C 0.6784 -0.3013 -0.0650 -0.11
H -0.8174 2.1272 1.3447 0.28
H 1.3946 2.8011 -1.0085 0.28
H 2.7217 1.5314 -0.5025 0.25
H -2.7885 -3.4112 -0.0042 0.23
C 3.1264 -0.6370 -0.0024 0.14
C 1.6955 1.9967 -0.2540 -0.69
H -2.3124 0.9613 -1.0753 0.25
N 4.2171 -0.5442 0.4347 0.26
C -0.7241 1.8032 0.2813 -0.49
C 1.8275 -1.0272 -0.3206 -0.14
H 1.7404 2.4873 0.8519 0.28
C -1.8371 -0.3769 0.0266 0.25
O 5.1882 -0.1474 0.9326 -0.24
C -0.5879 -1.0069 -0.0380 -0.08
C -2.2116 -2.4570 -0.0245 0.00
C -0.8859 -2.3450 -0.1584 -0.30
H -0.2439 -3.1091 -0.4250 0.23
H -3.8230 -1.2090 0.0830 0.44
H -2.8644 1.2534 0.6410 0.24
N -2.8543 -1.2482 0.0148 -0.50
C 0.5735 1.0742 0.0240 0.33
```

Values from the calculation:
SMILES ... CC1=C(C=C=[N+]=O)c2cc[nH]c2CC1
HOMO level (spin up / spin down) ... -11.5 / -11.9 eV
Total charge ... +1
Frontier orbital gap (spin up / spin down) ... 5.32 / 5.99 eV
Relative energy (zero: lowest compared OMol25 entry of this formula, charge and spin) ... 6.7793 eV


No. 5
Molecular formula: C14H16O
Method: DFT, ωB97M-V/def2-TZVPD

```
31
Properties=species:S:1:pos:R:3:lowdin_spin:R:1
C 1.9319 0.7528 -0.7233 0.00
C 2.9750 0.9978 0.1731 0.00
C 3.0737 -1.1938 -1.5095 0.00
H 4.8249 0.3618 0.9639 0.00
H -1.0239 1.1511 -1.1559 0.00
C -2.2597 1.8562 0.4647 0.20
C -1.5376 0.8515 -0.2523 0.09
C -3.0792 0.2694 2.0761 0.06
H 2.7804 1.7629 0.8999 0.00
H -3.7028 2.3163 2.0025 0.00
H -2.2506 3.7452 0.6561 0.00
C -3.0532 1.5484 1.5933 0.10
H 4.9483 -1.6128 -0.5451 0.00
H -2.0836 -2.7997 1.0046 0.00
H 1.1602 1.5119 -0.7184 0.00
C 4.0971 0.1951 0.1798 0.00
O -2.1277 3.0710 -0.0050 0.17
H 1.1389 -1.3927 -3.2669 0.00
H -3.6051 -2.3888 1.5905 0.02
C -1.4847 -0.3913 0.2823 0.04
H -3.7103 0.1241 2.9404 0.00
H 0.8876 0.3160 -3.3872 0.00
C 0.9358 -0.5019 -2.6734 0.00
H 3.0257 -2.1830 -1.9556 0.00
H -0.0270 -0.6712 -2.1844 0.00
H -0.8607 -1.1929 -0.0834 0.00
C 2.0069 -0.3013 -1.6237 0.00
C 4.1150 -0.9301 -0.6404 0.00
C -2.3105 -0.7064 1.4073 0.26
H -2.2379 -2.4224 2.7489 0.02
C -2.5470 -2.1432 1.7411 0.05
```

Values from the calculation:
<S²> ... 0.7668
HOMO level (spin up / spin down) ... -11.5 / -11.5 eV
Total charge ... +1
Spin multiplicity ... 2
Frontier orbital gap (spin up / spin down) ... 7.75 / 4.12 eV
Relative energy (zero: lowest compared OMol25 entry of this formula, charge and spin) ... 0.9375 eV


no.,energy (Eh)
1,-3347.80633
2,-332.18776
3,-191.86204
4,-610.05889
5,-618.00140